# 1
{"formula": "C13H16N2O3S", "method": "wB97M-V/def2-TZVPD", "lumo_ev": 0.789, "de_lowest_kj_mol": 34.2, "homo_lumo_gap_ev": 8.61, "smiles": "CCCCOC(=O)Nc1nc2ccc(OC)cc2s1", "multiplicity": 1, "elements": ["C", "C", "C", "C", "H", "H", "O", "C", "O", "N", "C", "N", "C", "C", "C", "C", "C", "C", "S", "H", "O", "C", "H", "H", "H", "H", "H", "H", "H", "H", "H", "H", "H", "H", "H"], "positions_angstrom": [[3.343, -1.498, 4.738], [1.823, -1.538, 4.639], [1.228, -0.132, 4.587], [-0.290, -0.152, 4.440], [-0.755, -0.740, 5.235], [-0.683, 0.869, 4.451], [-0.703, -0.794, 3.230], [-0.601, -0.062, 2.113], [-0.241, 1.085, 2.049], [-0.981, -0.809, 1.030], [-0.980, -0.327, -0.252], [-1.333, -1.036, -1.259], [-1.234, -0.321, -2.421], [-1.534, -0.783, -3.695], [-1.381, 0.058, -4.779], [-0.927, 1.371, -4.612], [-0.623, 1.849, -3.339], [-0.777, 1.006, -2.259], [-0.472, 1.330, -0.570], [-0.275, 2.861, -3.223], [-0.748, 2.262, -5.627], [-1.028, 1.854, -6.944], [-2.080, 1.575, -7.066], [-0.391, 1.018, -7.251], [-0.811, 2.718, -7.570], [-1.618, -0.316, -5.762], [-1.884, -1.794, -3.825], [-1.281, -1.764, 1.167], [1.473, 0.410, 5.502], [1.653, 0.419, 3.745], [1.530, -2.085, 3.741], [1.414, -2.070, 5.501], [3.749, -2.506, 4.775], [3.768, -0.988, 3.877], [3.653, -0.969, 5.636]], "atomic_forces_ev_per_a": [[-0.2, -0.1, 0.0], [0.1, 0.3, 0.0], [-0.4, -0.4, -0.2], [0.3, 0.5, 0.4], [0.0, 0.1, -0.1], [0.0, -0.2, 0.0], [-0.1, -0.2, -0.3], [-0.2, -0.3, 0.1], [0.1, 0.2, 0.2], [-0.1, -0.3, 0.4], [0.2, 0.6, -0.5], [-0.1, -0.7, 0.7], [0.2, 0.8, -0.4], [0.1, 0.0, 0.3], [0.0, 0.2, -0.3], [0.0, 0.0, 0.3], [0.0, 0.1, -0.3], [-0.1, -0.5, 0.0], [-0.1, -0.1, -0.4], [0.1, 0.2, 0.0], [0.1, 0.1, 0.2], [0.0, -0.1, -0.2], [0.0, 0.0, 0.0], [0.0, 0.0, 0.0], [0.0, -0.1, 0.0], [0.0, 0.0, -0.1], [0.0, -0.1, 0.0], [0.0, 0.1, 0.0], [0.0, 0.1, 0.0], [0.0, 0.1, 0.1], [0.0, -0.1, 0.0], [-0.1, -0.1, 0.0], [0.1, -0.1, 0.0], [0.1, 0.1, -0.1], [0.1, 0.1, 0.1]]}

---

# 2
{"formula": "C13H16N2O8S", "method": "wB97M-V/def2-TZVPD", "lumo_ev": -1.099, "de_lowest_kj_mol": 1364.8, "homo_lumo_gap_ev": 7.63, "multiplicity": 1, "elements": ["C", "C", "H", "H", "O", "C", "O", "C", "H", "H", "S", "O", "O", "C", "C", "O", "N", "C", "C", "C", "C", "C", "C", "O", "C", "H", "H", "H", "H", "N", "O", "O", "H", "H", "H", "H", "H", "H", "H", "H"], "positions_angstrom": [[1.363, -6.475, 0.675], [1.646, -5.694, -0.752], [2.589, -5.352, -0.864], [1.468, -6.452, -1.596], [0.982, -4.687, -0.974], [1.362, -3.545, -0.640], [2.538, -3.293, -0.413], [0.193, -2.523, -0.753], [-0.733, -2.912, -1.173], [0.532, -1.475, -1.014], [-0.291, -2.401, 1.147], [0.720, -1.431, 1.583], [0.138, -3.572, 1.715], [-1.901, -1.643, 1.297], [-1.887, -0.488, 0.236], [-2.722, -0.507, -0.426], [-0.929, 0.593, 0.746], [-0.862, 1.730, 0.114], [-1.836, 2.306, -1.082], [-1.577, 3.435, -1.456], [-0.386, 4.157, -1.218], [0.320, 3.644, 0.002], [0.084, 2.512, 0.474], [0.873, 1.928, 1.593], [2.029, 2.595, 1.578], [2.792, 2.878, 0.994], [2.760, 2.029, 2.632], [1.738, 3.620, 2.237], [1.280, 4.325, 0.276], [-0.151, 5.541, -1.662], [-1.016, 5.862, -2.681], [0.854, 6.082, -1.444], [-2.196, 3.868, -2.331], [-2.442, 1.617, -1.282], [-0.271, 0.297, 1.369], [-2.705, -2.429, 0.988], [-1.909, -1.367, 2.157], [1.404, -5.792, 1.662], [0.336, -6.956, 0.633], [1.966, -7.466, 0.818]], "atomic_forces_ev_per_a": [[-0.3, -0.4, 0.6], [3.3, -11.1, 1.9], [4.1, -0.3, 0.3], [0.1, 0.8, 1.3], [-9.8, 4.2, -2.0], [2.7, 4.9, -0.1], [-1.9, 0.5, 0.2], [-0.2, 0.7, 2.5], [0.5, 0.0, -0.9], [-0.6, -1.4, 0.1], [4.9, 5.1, -3.0], [-1.8, 1.7, -0.1], [-1.3, -6.5, 2.3], [0.6, -5.9, -11.0], [12.4, 0.6, 14.3], [-12.0, 1.5, -12.2], [-6.2, -3.8, -3.9], [-5.7, 0.2, -5.4], [5.8, -6.5, 9.4], [0.9, 10.3, -7.4], [0.4, -0.7, 5.3], [3.7, 11.3, -6.5], [3.2, -3.9, 6.4], [-1.6, 0.0, -4.1], [1.4, 1.8, 12.3], [1.8, 0.0, -3.9], [-2.1, 1.4, -3.3], [1.3, -1.9, -1.8], [-2.6, -1.8, -0.4], [-5.1, -3.0, -5.9], [3.1, -0.3, 4.2], [1.9, 1.9, 1.2], [0.8, -0.6, 1.6], [-5.6, -4.7, -2.3], [2.6, -1.0, 2.0], [1.3, 1.6, 0.7], [-0.6, 3.5, 10.5], [0.1, -1.5, -2.5], [0.8, 1.1, 0.0], [-0.3, 2.2, -0.4]]}

---

# 3
{"formula": "C13H16N2PSeV", "method": "wB97M-V/def2-TZVPD", "lumo_ev": [2.105, 2.288], "homo_lumo_gap_ev": [3.38, 4.87], "s_squared": 3.92, "charge": -1, "multiplicity": 4, "elements": ["C", "C", "C", "C", "C", "V", "P", "H", "H", "H", "H", "H", "H", "H", "H", "C", "N", "C", "Se", "N", "C", "C", "C", "C", "C", "C", "H", "H", "H", "H", "H", "H", "H", "H"], "positions_angstrom": [[3.033, 2.698, -1.924], [3.953, 1.848, -2.569], [5.098, 1.684, -1.736], [4.828, 2.298, -0.491], [3.556, 2.926, -0.571], [-0.086, 1.995, 0.383], [-0.905, 1.612, -1.761], [2.074, 3.063, -2.300], [3.821, 1.381, -3.546], [6.017, 1.179, -1.994], [3.058, 3.514, 0.214], [5.448, 2.282, 0.407], [-1.129, 0.285, -2.287], [-0.088, 2.202, -2.789], [-2.170, 2.241, -2.030], [-1.468, 0.805, 2.057], [-1.135, -0.561, 1.613], [0.051, -0.890, 1.018], [1.492, 0.313, 0.795], [-0.135, -2.123, 0.470], [-1.447, -2.574, 0.675], [-2.106, -3.738, 0.295], [-3.436, -3.888, 0.714], [-4.085, -2.877, 1.454], [-3.414, -1.686, 1.783], [-2.080, -1.585, 1.406], [-0.736, 1.136, 2.799], [-2.443, 0.721, 2.535], [-1.606, 1.517, 1.200], [0.569, -2.602, -0.100], [-1.563, -4.481, -0.292], [-3.988, -4.800, 0.473], [-5.116, -3.040, 1.772], [-3.861, -0.855, 2.326]], "atomic_forces_ev_per_a": [[0.4, -0.4, 1.8], [0.5, 0.4, -0.1], [-0.9, 0.0, 0.3], [-0.6, 0.3, -0.1], [-0.4, -0.1, -1.2], [0.2, 1.1, -0.5], [-0.3, 0.5, 0.0], [0.3, -0.2, 0.1], [0.1, 0.3, 0.1], [0.0, -0.2, 0.0], [0.3, -0.2, -0.4], [0.0, 0.0, -0.3], [0.1, 0.7, 0.0], [-0.6, -0.5, -0.1], [0.5, -0.4, -0.4], [0.9, -1.4, 0.7], [-1.5, 0.0, 0.2], [0.9, 1.0, -0.1], [0.7, -1.6, 0.4], [-0.2, -1.2, -0.7], [0.9, -0.3, -0.4], [0.5, 0.0, -0.1], [-0.7, 0.5, 0.5], [0.3, -0.6, -0.5], [0.1, 0.1, 0.2], [0.3, 1.3, 0.4], [-0.2, 0.0, 0.1], [0.0, 0.4, -0.2], [-1.0, -0.2, -0.3], [-0.5, 0.5, 0.6], [-0.4, 0.1, 0.2], [0.2, 0.3, 0.1], [0.3, 0.1, -0.1], [-0.2, -0.4, -0.1]]}

---

# 4
{"formula": "C13H16NO", "method": "wB97M-V/def2-TZVPD", "lumo_ev": [-2.678, -6.954], "de_lowest_kj_mol": 423.1, "homo_lumo_gap_ev": [6.29, 5.21], "s_squared": 2.04, "charge": 1, "multiplicity": 3, "elements": ["C", "C", "C", "C", "C", "C", "C", "C", "C", "C", "C", "C", "C", "N", "O", "H", "H", "H", "H", "H", "H", "H", "H", "H", "H", "H", "H", "H", "H", "H", "H"], "positions_angstrom": [[0.046, 3.469, 0.571], [0.110, 2.452, -0.034], [4.398, -0.655, 0.221], [3.935, 0.434, 1.012], [3.635, -1.168, -0.751], [2.704, 0.996, 0.875], [2.344, -0.645, -0.946], [1.919, 0.294, -0.052], [-2.670, -1.457, -0.449], [-3.096, -0.539, 0.636], [-1.182, -1.067, -0.544], [-2.190, 0.729, 0.461], [0.031, 1.189, -0.661], [-0.838, 0.204, 0.108], [-0.112, 1.064, -2.076], [0.178, 4.482, 0.963], [5.318, -1.239, 0.376], [4.336, 0.845, 1.986], [3.978, -2.028, -1.327], [2.396, 1.837, 1.445], [1.592, -1.122, -1.601], [-2.915, -2.538, -0.334], [-3.255, -1.255, -1.360], [-4.050, -0.133, 0.496], [-2.969, -0.750, 1.679], [-0.571, -1.844, -0.069], [-0.884, -1.017, -1.560], [-2.596, 1.354, -0.415], [-2.137, 1.297, 1.331], [-0.431, 0.208, 0.992], [0.815, 1.069, -2.363]], "atomic_forces_ev_per_a": [[0.6, 3.2, 1.1], [-1.0, -2.1, -1.3], [2.0, -1.6, 0.4], [-0.2, 2.7, 3.7], [-1.4, -0.5, -2.5], [0.4, -1.8, -2.1], [1.3, -3.0, -1.7], [-3.9, 3.6, 2.2], [-0.1, -0.4, -0.3], [0.9, 2.5, 0.6], [1.3, -3.1, -0.3], [-2.3, -0.1, -2.9], [1.5, -0.9, -0.8], [-2.3, 2.1, -2.2], [0.4, 0.3, 2.1], [-0.3, -1.0, -0.1], [-0.2, 0.9, 0.5], [1.0, -1.0, -1.5], [0.0, 0.3, 0.0], [-0.5, 0.4, 0.4], [0.6, -0.1, 0.4], [0.9, 0.7, 0.5], [0.6, 0.5, 0.1], [-1.8, 0.1, 0.1], [-0.1, -1.3, 0.5], [-0.1, 0.1, -0.1], [0.5, 0.2, -0.9], [0.9, -0.8, 1.3], [0.1, 1.2, 1.3], [1.7, -1.2, 1.9], [-0.3, 0.0, -0.5]]}

---

| no. | molar mass (g/mol) | electronic energy (Eh) |
| --- | --- | --- |
| 1 | 280.35 | -1238.43669 |
| 2 | 360.34 | -1613.99069 |
| 3 | 361.16 | -4301.04746 |
| 4 | 202.28 | -634.36821 |